Record 1
Formula: C6H10N2
Source: the OMol25 dataset
Level of theory: ωB97M-V/def2-TZVPD

Last column: Löwdin charge in e.
Element x y z (Å)
C 0.086 0.354 -1.522  -0.08
C 1.321 0.520 -2.159  -0.18
C 1.782 -0.550 -0.276  -0.13
C 0.433 -0.319 -0.340  -0.10
C -0.519 0.316 2.004  -0.19
C -2.225 -0.537 0.524  -0.14
N 2.275 0.058 -1.365  -0.04
N -0.873 -0.667 1.048  -0.15
H -0.844 0.879 -1.940  0.13
H 1.538 0.889 -3.209  0.13
H 2.498 -1.138 0.353  0.14
H -1.350 0.738 2.547  0.07
H -0.057 -0.177 2.888  0.08
H 0.234 0.975 1.644  0.06
H -2.395 -1.144 -0.276  0.04
H -2.803 -0.781 1.486  0.12
H -2.417 0.439 0.206  0.05
H 3.316 0.144 -1.612  0.20

Summary:
LUMO level in eV: 0.802
HOMO-LUMO gap in eV: 8.88
Net charge: 0
Spin multiplicity: 1

***

Record 2
Formula: C39H44GeIrN9O2Si
Source: the OMol25 dataset
Level of theory: ωB97M-V/def2-TZVPD

Last column: Löwdin charge in e.
Element x y z (Å)
Ir 0.029 -1.351 -1.164  1.29
C -1.472 3.826 -2.767  -0.06
N -1.330 2.364 -2.680  -0.08
C -0.533 1.658 -1.892  -0.11
N -0.790 0.367 -2.060  -0.10
C -1.779 0.349 -2.995  -0.19
N -2.134 1.546 -3.385  0.15
C -2.215 4.397 -1.586  -0.25
C -3.474 4.957 -1.766  -0.07
C -4.143 5.478 -0.643  -0.10
C -3.582 5.426 0.608  -0.05
C -2.301 4.844 0.805  -0.19
C -1.626 4.347 -0.335  -0.01
C -1.744 4.708 2.089  -0.34
N -2.256 5.027 3.275  0.07
N -1.401 4.590 4.213  0.08
C -0.390 4.015 3.607  -0.34
O -0.534 4.058 2.239  0.06
C 0.702 3.287 4.167  -0.15
C 0.907 3.225 5.560  -0.02
C 1.929 2.464 6.079  -0.08
C 2.771 1.722 5.243  -0.06
C 2.578 1.779 3.873  -0.23
C 3.428 0.948 2.944  -0.07
N 2.602 0.016 2.173  -0.10
C 2.022 0.210 0.994  -0.13
N 1.187 -0.783 0.741  -0.01
C 1.305 -1.583 1.836  -0.18
N 2.144 -1.122 2.731  0.15
C 1.568 2.566 3.336  0.01
H -2.000 4.003 -3.700  0.12
H -0.467 4.241 -2.847  0.13
H 0.181 2.084 -1.210  0.14
H -2.225 -0.557 -3.368  0.12
H -3.929 4.987 -2.747  0.10
H -5.121 5.926 -0.768  0.10
H -4.108 5.824 1.467  0.11
H -0.634 3.932 -0.204  0.10
H 0.243 3.781 6.207  0.11
H 2.073 2.426 7.151  0.10
H 3.551 1.097 5.661  0.10
H 4.150 0.349 3.494  0.13
H 3.963 1.563 2.219  0.13
H 2.223 1.061 0.364  0.13
H 0.765 -2.506 1.961  0.11
H 1.414 2.611 2.264  0.10
C 0.925 -6.214 -0.924  -0.19
Si 0.959 -4.406 -1.435  0.43
C 0.299 -4.330 -3.178  -0.18
C 2.735 -3.916 -1.132  -0.18
N -0.063 -3.246 -0.548  -0.20
C -1.057 -3.542 0.395  -0.29
C -1.273 -4.804 0.966  -0.02
C -2.267 -5.015 1.906  -0.08
C -3.100 -3.981 2.303  -0.07
C -2.936 -2.723 1.743  0.01
C -1.936 -2.531 0.811  -0.21
O -1.754 -1.318 0.169  -0.16
C -2.349 -0.158 0.717  -0.28
C -3.369 0.437 0.002  -0.01
C -3.958 1.585 0.516  -0.04
C -3.544 2.096 1.737  -0.06
C -2.514 1.479 2.437  -0.04
C -1.897 0.347 1.923  0.00
H 1.725 -6.687 -1.504  0.04
H -0.002 -6.736 -1.169  0.04
H 1.163 -6.377 0.127  0.03
H 0.827 -4.993 -3.865  0.04
H 0.326 -3.318 -3.580  0.00
H -0.747 -4.648 -3.141  0.04
H 3.400 -4.418 -1.839  0.04
H 3.016 -4.255 -0.130  0.04
H 2.907 -2.843 -1.183  -0.02
H -0.651 -5.632 0.681  0.07
H -2.390 -6.004 2.328  0.11
H -3.876 -4.145 3.038  0.11
H -3.577 -1.899 2.022  0.13
H -3.692 0.009 -0.938  0.12
H -4.741 2.082 -0.042  0.11
H -4.004 2.987 2.140  0.11
H -2.181 1.889 3.381  0.11
H -1.101 -0.147 2.464  0.12
C 2.850 -2.977 -4.738  -0.22
Ge 2.940 -1.363 -3.638  0.70
C 4.715 -1.313 -2.794  -0.22
C 2.841 0.165 -4.869  -0.23
C 1.625 -0.977 -2.257  -0.43
H 3.687 -2.908 -5.435  0.03
H 1.931 -3.038 -5.318  0.02
H 2.964 -3.892 -4.160  0.00
H 5.477 -1.219 -3.570  0.02
H 4.914 -2.222 -2.226  0.01
H 4.807 -0.460 -2.121  0.02
H 3.661 0.121 -5.587  0.02
H 2.910 1.111 -4.329  0.01
H 1.900 0.154 -5.419  0.02
H 1.924 0.033 -1.916  -0.05

Summary:
LUMO level (alpha / beta) in eV: 0.055 / -1.919
HOMO-LUMO gap (alpha / beta) in eV: 3.88 / 5.18
Net charge: 0
Spin multiplicity: 5

***

Largest force on an atom, record by record: 5.5, 0.5 eV/Å
Energy relative to the best compared isomer or geometry (same formula, charge and spin), record by record: 93.2, 0.0 kcal per mole